C21H24Br3N2O4PRuS2 | wB97M-V/def2-TZVPD

```
58
Properties=species:S:1:pos:R:3:mulliken_charge:R:1
Ru -0.688 1.009 0.214 0.633
Br -4.909 4.599 -4.021 -0.114
Br -0.293 2.193 2.314 -0.248
Br -4.929 -0.529 -1.705 -0.067
S -0.440 -1.211 1.201 -0.329
S 0.967 0.429 -1.026 -0.302
P 1.041 -1.472 -0.097 0.861
O -2.269 0.511 -0.513 -0.655
O 2.770 -0.681 5.370 -0.489
O 2.422 -1.608 0.570 -0.185
O 0.926 -2.597 -1.145 -0.186
N -1.055 0.366 4.243 -0.452
N -1.056 2.783 -0.864 0.365
C 0.028 0.841 3.728 0.335
C 3.457 -3.817 0.231 -1.234
C -0.974 -2.013 -2.603 -1.270
C -0.381 3.921 -1.005 0.834
C 1.340 0.573 4.024 -0.117
C -0.867 -0.531 5.224 -0.641
C 1.514 -0.367 5.044 0.737
C 0.945 4.117 -0.344 -1.617
C -2.889 1.397 -1.325 0.801
C -2.828 3.627 -2.310 0.603
C -2.253 2.637 -1.510 0.188
C -1.063 -4.028 -1.067 -1.319
C -0.218 -3.140 -1.946 0.536
C -4.092 1.122 -1.938 -0.336
C 0.387 -0.922 5.650 -0.390
C -0.909 4.965 -1.792 -1.009
C -4.683 2.107 -2.745 -0.218
C 3.674 -2.327 0.149 0.542
C -4.078 3.325 -2.930 -0.187
C 4.116 -1.820 -1.202 -1.270
C -2.108 4.832 -2.431 -0.641
H -1.761 -0.940 5.675 0.432
H 2.846 -4.183 -0.593 0.204
H 1.357 3.197 0.057 0.217
H -0.336 5.877 -1.884 0.512
H -1.629 -3.450 -0.337 0.286
H -1.524 -1.424 -1.864 0.100
H 0.485 -1.648 6.447 0.373
H 0.319 -3.729 -2.685 0.275
H 0.854 4.846 0.465 0.362
H 4.430 -4.306 0.178 0.474
H 4.231 -0.735 -1.199 0.341
H -0.453 -4.769 -0.553 0.369
H -0.315 -1.370 -3.186 0.362
H 2.803 -1.276 6.131 0.328
H -1.705 -2.446 -3.287 0.504
H -1.771 -4.561 -1.702 0.453
H 4.357 -1.998 0.928 0.339
H 2.996 -4.094 1.178 0.353
H 3.420 -2.119 -1.986 0.252
H 2.184 1.036 3.536 0.489
H 5.087 -2.253 -1.440 0.460
H -2.505 5.637 -3.035 0.416
H 1.653 4.529 -1.064 0.477
H -5.628 1.891 -3.224 0.462
```

Total charge ... +2
HOMO level ... -13.9552 eV



C21H24BrFIN4O8P | wB97M-V/def2-TZVPD

```
61
Properties=species:S:1:pos:R:3:mulliken_charge:R:1
I 3.565 0.224 1.453 0.145
Br 0.288 -0.173 -0.853 0.010
P -0.265 5.053 1.612 1.030
F 1.057 4.325 4.208 -0.371
O 0.806 6.443 1.773 -0.572
O 5.676 1.487 -1.047 -0.469
O 1.196 4.102 -1.395 -0.676
O -1.374 5.263 2.765 -0.730
O 3.300 4.951 -0.649 -0.650
O 4.741 3.507 1.591 0.034
O 5.632 4.322 2.081 -0.564
O -1.218 5.102 0.114 -0.536
N 2.972 1.645 -1.003 -0.480
N -0.045 2.296 0.996 0.878
N -1.355 -8.100 -1.239 -0.561
N -1.920 -2.926 -1.751 -0.427
C -2.684 -8.694 -3.165 -0.341
C 0.683 3.362 1.814 0.182
C 2.176 3.248 1.069 0.801
C -3.266 -2.817 -1.717 -0.357
C 0.560 3.135 3.421 0.015
C -1.516 1.982 0.839 -1.097
C 2.259 4.155 -0.335 0.315
C -3.410 -2.388 -4.056 -0.209
C -2.309 -6.381 -2.641 0.323
C -1.923 -9.017 -2.053 -0.280
C -2.879 -7.349 -3.461 -0.435
C -1.560 -6.802 -1.553 -0.272
C 1.334 1.841 4.053 -0.621
C 0.568 0.386 3.777 -0.835
C 0.759 1.401 0.285 -0.179
C 2.389 1.740 0.425 -0.028
C -2.024 -2.493 -4.123 -0.485
C 3.362 3.924 1.975 -0.539
C -4.047 -2.554 -2.831 -0.445
C 4.332 1.376 -0.936 0.598
C -1.330 -2.762 -2.955 -0.333
H 0.014 0.335 2.750 0.113
H -3.471 -7.057 -4.324 0.376
H 6.277 4.475 1.303 0.333
H 1.277 -0.532 3.976 0.256
H -3.716 -2.951 -0.737 0.428
H -2.205 2.829 1.319 0.304
H 3.287 3.672 3.140 0.208
H -1.866 1.774 -0.260 0.407
H -1.745 -10.052 -1.778 0.344
H -5.125 -2.479 -2.746 0.436
H 1.254 1.977 5.239 0.418
H -0.598 2.952 3.655 0.463
H -1.718 0.986 1.462 0.391
H -0.287 0.339 4.610 0.340
H -3.115 -9.472 -3.785 0.362
H 3.375 5.118 1.945 0.217
H 2.482 1.780 3.838 0.154
H -0.894 5.863 -0.454 0.350
H -0.248 -2.857 -2.956 0.554
H -2.443 -5.325 -2.844 0.108
H -3.988 -2.180 -4.952 0.386
H 1.512 6.445 1.063 0.375
H -1.498 -2.369 -5.063 0.421
H -1.092 -6.085 -0.885 0.418
```

Total charge ... 0
HOMO level ... -8.3034 eV



C21H24BrN6OsS2 | wB97M-V/def2-TZVPD

```
55
Properties=species:S:1:pos:R:3:mulliken_charge:R:1
Os -0.264 -0.268 0.190 1.850
Br 0.387 1.371 -2.401 -0.109
S 4.469 1.055 0.339 -0.036
S 1.697 -4.429 -1.192 -0.024
N -1.539 1.466 -0.414 -0.150
N 2.307 2.452 1.164 -0.250
N -0.354 -0.316 2.750 0.153
N 1.996 0.255 0.397 0.308
N -0.870 -3.838 -0.678 -0.179
N 0.772 -2.190 -0.244 -0.263
C -1.241 -1.456 3.031 -1.503
C -3.520 2.844 -0.353 0.343
C -4.760 3.239 0.356 -1.563
C -2.690 1.853 0.160 0.051
C 2.780 -3.160 -0.880 -0.641
C -3.522 -2.204 2.219 -0.813
C -0.958 0.940 3.192 -1.018
C 0.943 -0.488 3.395 -1.256
C 2.138 -2.043 -0.388 0.240
C -2.286 -1.622 1.958 1.975
C -4.119 -2.058 -0.115 -0.543
C -3.135 3.436 -1.563 -0.361
C 0.375 -3.394 -0.640 0.454
C 4.113 -0.526 -0.152 -0.587
C -4.421 -2.440 1.188 -0.882
C 2.762 -0.797 -0.055 0.077
C -1.978 -1.221 0.644 -0.644
C 2.746 1.303 0.662 0.121
C -1.212 2.040 -1.580 0.494
C -2.907 -1.442 -0.380 -0.315
C -1.975 3.021 -2.192 -0.679
H -0.634 -2.366 3.050 0.404
H 2.947 3.218 1.325 0.260
H -5.367 -2.917 1.395 0.449
H -2.687 -1.118 -1.392 0.384
H 1.457 -1.366 3.006 0.355
H -1.709 -1.355 4.019 0.495
H -3.740 4.209 -2.015 0.522
H -1.988 1.010 2.850 0.314
H -4.817 -2.242 -0.917 0.527
H 3.833 -3.269 -1.064 0.419
H -1.660 -3.237 -0.465 0.056
H 1.318 2.632 1.243 0.149
H 4.878 -1.194 -0.501 0.409
H -0.959 1.009 4.284 0.405
H -1.675 3.440 -3.140 0.481
H -4.640 4.235 0.783 0.363
H -2.981 1.321 1.054 0.152
H 1.563 0.389 3.229 0.369
H -5.597 3.307 -0.334 0.414
H -5.010 2.541 1.151 0.398
H -0.397 1.791 2.806 0.248
H -3.784 -2.488 3.227 0.522
H 0.828 -0.612 4.478 0.400
H -1.064 -4.783 -0.975 0.254
```

Expectation value of S² ... 6.051
Total charge ... +3
HOMO level (alpha / beta) ... -16.9427 / -16.7717 eV
Spin multiplicity ... 5



C21H24F2N7ORuS3 | wB97M-V/def2-TZVPD

```
59
Properties=species:S:1:pos:R:3:mulliken_charge:R:1
Ru -0.473 0.088 -0.467 0.286
S -0.324 2.824 -0.121 -0.311
S 0.993 1.936 -4.268 -0.300
S -1.355 0.736 -2.703 -0.407
F -3.131 1.033 -0.068 -0.319
F -2.289 0.177 1.735 -0.328
O 0.638 -1.821 -1.659 -0.076
N 1.642 -3.832 -1.406 0.412
N 1.130 0.825 -1.928 0.458
N 2.028 3.827 0.580 -0.383
N 1.016 0.527 1.175 1.604
N 1.707 1.648 1.193 -1.615
N -0.258 -3.591 -2.738 0.284
N -0.267 -1.827 1.005 0.696
C 2.653 -3.269 -0.542 -0.867
C 3.520 1.003 -1.409 0.045
C 4.744 1.466 -1.843 -0.881
C -2.335 0.026 0.379 0.215
C 2.401 1.211 -2.211 -0.998
C -1.282 -2.740 -3.297 -0.740
C 1.126 -0.329 2.188 -1.169
C 3.772 2.323 -3.885 -0.510
C 0.287 1.113 -2.885 0.385
C 1.257 2.709 0.603 0.430
C 0.680 -3.024 -1.929 0.012
C 0.458 -5.819 -2.166 -0.623
C 4.867 2.122 -3.065 -0.478
C -0.948 -2.957 0.936 -0.431
C -0.132 -4.935 -3.253 -0.649
C 0.475 -1.560 2.128 1.005
C -0.162 -3.679 3.080 -0.454
C 1.797 -5.227 -1.755 -0.659
C 2.539 1.864 -3.456 0.878
C -0.932 -3.921 1.925 -0.938
C 0.530 -2.508 3.183 -1.067
H -1.526 -3.106 0.030 0.530
H -2.895 -0.918 0.180 0.099
H 2.193 -5.757 -0.883 0.364
H -1.464 -1.916 -2.603 -0.044
H 2.526 -5.332 -2.573 0.286
H 2.992 3.715 0.848 0.249
H -0.128 -4.421 3.864 0.421
H 2.423 -2.216 -0.385 -0.123
H -1.491 -4.835 1.810 0.466
H 1.669 -0.018 3.073 0.317
H 0.588 -6.838 -2.528 0.384
H 1.122 -2.279 4.056 0.483
H 2.647 -3.786 0.421 0.338
H -2.199 -3.315 -3.418 0.383
H -0.215 -5.831 -1.308 0.229
H 5.624 1.316 -1.234 0.409
H -1.125 -5.290 -3.542 0.359
H 5.834 2.472 -3.394 0.390
H 0.510 -4.951 -4.146 0.266
H -0.985 -2.317 -4.261 0.305
H 3.393 0.483 -0.472 0.339
H 1.796 4.536 -0.093 0.242
H 3.645 -3.363 -0.996 0.396
H 3.874 2.823 -4.837 0.404
```

Expectation value of S² ... 0.787
Total charge ... 0
HOMO level (alpha / beta) ... -7.3331 / -7.3198 eV
Spin multiplicity ... 2



C21H24F5GeN2OS2Ti | wB97M-V/def2-TZVPD

```
57
Properties=species:S:1:pos:R:3:mulliken_charge:R:1
Ge 0.588 -3.108 -2.625 0.550
Ti 0.358 -0.439 -1.852 -0.900
S 1.682 1.264 -3.023 -0.506
S -2.031 -0.344 -1.597 -0.477
F 5.797 2.820 0.932 -0.299
F 5.961 3.701 -1.632 -0.285
F 1.857 0.496 -0.128 -0.126
F 4.108 3.007 -3.436 -0.330
F 3.709 1.210 1.674 -0.304
O 0.265 3.470 0.616 -0.595
N -1.039 -0.237 0.929 0.564
N -0.684 1.673 -0.356 0.398
C 2.879 1.300 -0.530 -0.012
C 4.950 2.916 -1.267 0.205
C -1.353 3.059 2.980 -0.535
C -0.593 2.616 0.665 -0.008
C -1.117 0.332 -0.298 -0.262
C 2.067 -4.184 -3.308 -1.164
C 3.816 1.649 0.420 -0.265
C -3.644 2.761 3.631 -0.403
C -3.961 2.328 2.352 -0.734
C -1.008 -4.212 -2.401 -1.212
C -1.480 -1.595 1.199 -0.484
C -2.343 3.122 3.948 -0.639
C -1.667 2.608 1.704 0.611
C -2.358 -1.033 3.519 -0.725
C 1.084 -1.953 -1.149 -0.189
C -1.415 -1.885 2.688 -0.708
C 4.870 2.468 0.044 0.627
C 3.986 2.548 -2.191 0.179
C -2.971 2.239 1.386 0.065
C 2.919 1.724 -1.848 0.730
C 0.228 -1.734 -4.045 -1.179
H 1.174 -1.365 -4.441 0.448
H -2.103 3.463 4.945 0.410
H -3.205 1.899 0.386 0.385
H -2.144 0.030 3.408 -0.006
H -0.295 0.109 1.522 0.382
H -2.281 -1.278 4.578 0.400
H -1.635 -2.946 2.823 0.385
H 1.782 -4.626 -4.262 0.358
H -4.978 2.057 2.104 0.421
H -0.184 1.982 -1.192 0.188
H -2.498 -1.694 0.814 0.387
H -0.401 -0.852 -3.790 0.376
H 2.301 -4.988 -2.613 0.368
H -0.843 -2.288 0.629 -0.003
H -1.838 -3.589 -2.064 0.314
H -3.395 -1.189 3.216 0.274
H 2.963 -3.584 -3.454 0.341
H -0.339 3.368 3.195 0.472
H -0.377 -2.151 -4.852 0.441
H -1.288 -4.701 -3.333 0.397
H -4.419 2.820 4.384 0.393
H 1.764 -2.320 -0.383 0.596
H -0.838 -4.984 -1.651 0.362
H -0.382 -1.759 3.032 0.326
```

Expectation value of S² ... 0.769
Total charge ... 0
HOMO level (alpha / beta) ... -7.5980 / -7.8048 eV
Spin multiplicity ... 2



C21H24IN5S4Sr | wB97M-V/def2-TZVPD

```
56
Properties=species:S:1:pos:R:3:mulliken_charge:R:1
I 3.828 -1.545 -0.228 -0.791
Sr 0.049 0.284 -0.543 1.807
S -4.879 -2.010 -1.170 -0.593
S -4.447 -1.421 0.767 -0.186
S -1.280 -1.771 2.598 -0.200
S -2.865 -2.645 1.517 -0.162
N -1.765 -1.130 -1.366 -0.276
N 0.510 1.676 -2.515 -0.429
N 1.086 -1.267 -2.514 -0.196
N 8.560 5.327 3.888 -0.618
N -1.259 2.126 0.227 -0.455
C 1.751 -0.245 -3.342 -0.909
C -1.433 -1.257 -2.798 -0.052
C -2.337 1.001 0.223 -1.047
C -1.212 2.901 -1.058 -0.681
C 5.260 4.177 3.655 -0.435
C 0.132 -1.325 1.653 -0.821
C -0.676 2.292 -2.424 1.299
C 2.985 2.361 1.321 -1.901
C 4.131 3.580 3.136 -0.619
C -1.444 2.531 -3.563 -1.014
C 0.096 1.135 -4.773 -0.744
C 4.143 2.954 1.874 0.228
C 0.786 0.911 -3.587 0.547
C 2.064 1.738 0.788 1.280
C -2.361 0.219 -1.162 -0.537
C 6.457 4.170 2.932 0.536
C -0.088 -1.945 -3.094 -1.002
C 7.624 4.807 3.460 0.138
C 6.495 3.535 1.685 -0.468
C 5.365 2.939 1.171 -0.493
C -0.995 1.996 -4.761 -0.414
H -2.408 -1.853 -1.044 0.267
H 5.397 2.424 0.220 0.458
H -1.555 2.170 -5.672 0.373
H 2.605 0.116 -2.762 0.356
H -1.375 -0.248 -3.210 -0.075
H -1.479 2.762 0.977 0.314
H 0.668 -0.566 2.226 0.252
H -2.195 0.281 1.040 0.232
H 7.425 3.511 1.130 0.392
H -0.583 3.786 -0.951 0.406
H -2.234 3.217 -1.305 0.398
H -2.255 -1.705 -3.370 0.510
H 1.774 -1.929 -2.159 0.133
H -0.126 -2.956 -2.686 0.459
H 5.230 4.652 4.627 0.397
H -1.639 0.798 -1.712 -0.981
H -0.007 -2.039 -4.189 0.319
H 0.711 -2.222 1.442 0.350
H -3.324 1.452 0.306 0.312
H 2.087 -0.619 -4.319 0.433
H 3.207 3.581 3.698 0.427
H 0.363 0.591 -5.670 0.410
H -3.319 0.359 -1.662 0.685
H -2.402 3.030 -3.499 0.382
```

Total charge ... -2
HOMO level ... -1.0333 eV



C21H24LuN4O9 | wB97M-V/def2-TZVPD

```
59
Properties=species:S:1:pos:R:3:mulliken_charge:R:1
Lu 0.677 0.133 -0.138 1.935
O 3.362 6.977 3.448 -0.588
O 2.455 -0.769 -0.666 -0.616
O 0.536 -1.128 1.643 -0.652
O 1.362 1.485 1.436 -0.630
O -0.011 2.346 -0.663 -0.575
O 0.180 -2.277 -0.748 -0.283
O 3.499 -1.897 -2.421 -0.690
O 1.741 7.656 2.072 -0.571
O -1.536 -0.279 -0.418 -0.739
N -3.403 -1.506 -0.876 0.197
N -0.158 -3.034 2.645 0.139
N 2.475 6.752 2.603 0.903
N 0.870 0.365 -2.438 -0.091
C 0.332 3.520 -0.254 -0.192
C -1.167 -2.588 -1.062 -0.950
C -2.063 -1.381 -0.709 0.843
C 2.649 -1.102 -1.948 0.244
C -4.030 -2.562 -1.639 -0.978
C -4.295 -0.486 -0.250 -0.908
C 1.318 5.134 1.221 -0.708
C -0.888 -2.247 3.622 -0.979
C 0.740 -3.080 0.337 -0.521
C 1.159 3.817 0.856 0.679
C 1.628 2.721 1.718 0.203
C 0.361 -2.398 1.600 0.526
C 1.071 0.195 -5.152 -0.122
C 1.818 -0.382 -2.991 0.831
C 2.225 5.386 2.210 -0.163
C 2.797 4.391 3.032 -0.296
C -0.098 -4.463 2.812 -0.876
C 2.507 3.066 2.790 -0.778
C 0.022 1.061 -3.197 -0.131
C 1.968 -0.498 -4.368 -0.733
C 0.056 1.006 -4.555 -0.925
H 0.013 4.397 -0.893 0.320
H -3.305 -3.398 -1.829 0.347
H -0.665 1.701 -2.611 0.510
H -1.221 -2.784 -2.137 0.588
H -0.654 1.531 -5.214 0.399
H -3.643 0.347 0.070 0.229
H -5.103 -0.086 -0.919 0.311
H 1.137 0.052 -6.250 0.385
H 2.754 -1.157 -4.805 0.470
H 0.732 5.903 0.706 0.482
H -4.819 -3.014 -0.990 0.346
H -1.509 -3.525 -0.535 0.481
H -4.445 -2.171 -2.564 0.307
H 0.508 -4.156 0.235 0.521
H 2.862 2.160 3.297 0.398
H 0.973 -4.754 2.793 0.348
H -1.940 -2.435 3.432 0.377
H -0.654 -4.984 2.000 0.297
H -4.683 -0.940 0.659 0.349
H -0.706 -1.178 3.401 0.268
H -0.627 -2.481 4.656 0.355
H 3.490 4.792 3.797 0.481
H 1.885 -3.017 0.341 0.313
H -0.539 -4.738 3.811 0.314
```

Total charge ... +1
HOMO level ... -10.8842 eV



C21H24N2O3 | wB97M-V/def2-TZVPD

```
50
Properties=species:S:1:pos:R:3:mulliken_charge:R:1
O 0.428 1.127 0.897 -0.681
O 7.703 0.207 -0.777 -0.456
O -4.993 -2.374 -0.416 -0.668
N -3.190 -1.032 -0.318 0.287
N 1.689 -0.740 0.887 -0.133
C -2.565 0.275 -0.269 -0.667
C -7.206 1.340 -0.764 -0.593
C -7.134 2.048 0.424 -0.386
C -2.302 -2.166 -0.487 -1.079
C 4.029 -0.104 1.135 0.426
C 5.098 -0.934 1.449 -0.566
C -1.293 0.272 -1.110 -1.396
C 6.306 -0.803 0.798 -0.540
C 2.693 -0.252 1.814 -1.157
C 6.473 0.162 -0.196 0.873
C 4.199 0.852 0.144 -0.652
C -6.202 1.693 1.385 -0.673
C 7.943 1.170 -1.775 -0.826
C 5.404 0.991 -0.520 -0.364
C -0.961 -1.879 0.172 -0.850
C -0.258 -0.702 -0.533 0.504
C 0.645 0.011 0.476 0.139
C -5.395 -0.065 -0.041 0.171
C -4.522 -1.257 -0.278 0.198
C -6.347 0.280 -0.992 -0.360
C -5.333 0.642 1.155 0.123
H -7.939 1.609 -1.511 0.379
H -2.790 -3.034 -0.035 0.520
H 2.330 0.717 2.167 0.358
H 1.866 -1.632 0.453 0.280
H 3.373 1.501 -0.109 0.431
H -2.161 -2.383 -1.554 0.281
H 8.978 1.026 -2.081 0.236
H -4.614 0.358 1.910 0.412
H -0.342 -2.776 0.138 0.520
H -7.809 2.872 0.604 0.387
H 7.818 2.187 -1.390 0.337
H -1.133 -1.631 1.222 0.316
H -3.266 1.021 -0.649 0.554
H 5.498 1.749 -1.282 0.383
H 4.987 -1.686 2.217 0.312
H -1.538 0.001 -2.137 0.408
H 7.287 1.025 -2.640 0.331
H 0.371 -1.081 -1.345 0.459
H 2.769 -0.940 2.661 0.430
H -2.304 0.547 0.761 0.300
H 7.143 -1.439 1.040 0.416
H -6.407 -0.289 -1.908 0.429
H -6.153 2.236 2.317 0.382
H -0.874 1.279 -1.107 0.463
```

SMILES ... COc1ccc(CNC(=O)C2CCN(C(=O)c3ccccc3)CC2)cc1
Total charge ... 0
HOMO level ... -8.5667 eV



Quick rundown of energy, same order as above: -10179.3408, -4947.9886, -4603.2388, -2762.3605, -5221.4060, -3009.5165, -2946.2455, -1149.8896 a.u.